A structure of composition C34H34IN7OSr, computed with wB97M-V/def2-TZVPD.

Structure (XYZ):
```
78
Properties=species:S:1:pos:R:3
Sr 1.1926 0.1920 -0.5239
C -1.2620 1.4509 -2.1151
C -0.1736 2.5441 -2.2240
C 0.0809 3.2693 -0.9308
C -0.8184 4.1955 -0.4198
C -0.5618 4.7490 0.8249
C 0.5859 4.3784 1.5078
C 1.4340 3.4568 0.9150
N 1.1838 2.9110 -0.2723
N -0.8287 0.1554 -2.6576
C -0.3550 0.2416 -4.0387
C 0.9933 -0.4030 -4.2475
C 1.2330 -1.2040 -5.3536
C 2.5134 -1.6896 -5.5711
C 3.5117 -1.3455 -4.6784
C 3.1845 -0.5501 -3.5885
N 1.9493 -0.0962 -3.3608
C -1.8757 -0.8612 -2.5471
C -2.2841 -1.0925 -1.1202
C -3.5176 -0.6974 -0.6217
C -3.8027 -0.9262 0.7140
C -2.8496 -1.5539 1.4972
C -1.6485 -1.9113 0.9084
N -1.3579 -1.6854 -0.3686
H -1.4933 1.2912 -1.0640
H -2.1750 1.7961 -2.6253
H 0.7809 2.1168 -2.5421
H -0.4682 3.2606 -2.9925
H -1.7069 4.4643 -0.9771
H -1.2538 5.4572 1.2627
H 0.8139 4.7804 2.4848
H 2.3413 3.1214 1.4062
H -1.0776 -0.2063 -4.7301
H -0.2622 1.2880 -4.3363
H 0.4238 -1.4366 -6.0342
H 2.7272 -2.3202 -6.4247
H 4.5296 -1.6861 -4.8067
H 3.9287 -0.2689 -2.8511
H -2.7327 -0.5910 -3.1837
H -1.4655 -1.7968 -2.9342
H -4.2313 -0.2071 -1.2716
H -4.7490 -0.6142 1.1367
H -3.0151 -1.7491 2.5479
H -0.8809 -2.3929 1.4957
C 0.8704 -2.5936 3.4378
C 1.6019 -1.9769 2.2645
N 1.3981 -0.5306 1.9318
N 0.5098 0.1571 2.8221
C -0.4232 0.8057 2.1731
O -0.6113 0.8733 0.9086
C -1.3881 1.5643 3.0435
C -2.5243 2.1104 2.4564
C -3.4420 2.8182 3.2203
C -3.2254 2.9935 4.5797
C -2.0891 2.4543 5.1706
C -1.1763 1.7415 4.4083
C 1.8355 -2.8742 1.0773
C 2.0443 -4.2353 1.2960
C 2.2966 -5.0697 0.2235
C 2.3344 -4.5300 -1.0524
C 2.1149 -3.1726 -1.1844
N 1.8680 -2.3589 -0.1588
H 0.3843 -1.8037 4.0070
H 1.5694 -3.1108 4.0970
H 0.1183 -3.3169 3.1189
H -2.6694 1.9704 1.3930
H -4.3262 3.2366 2.7546
H -3.9378 3.5487 5.1770
H -1.9142 2.5913 6.2304
H -0.2882 1.3168 4.8558
H 2.0165 -4.6295 2.3018
H 2.4650 -6.1270 0.3830
H 2.5314 -5.1371 -1.9246
H 2.1371 -2.7058 -2.1643
I 4.5051 0.6208 -0.3211
C 2.6289 -0.9473 2.5826
H 3.5216 -0.8525 1.9764
H 2.7033 -0.6649 3.6268
```

Output
2S+1   1
Charge   0
M   771.22 g mol⁻¹
Gap between HOMO and LUMO   7.53 eV

Atomic partial charges in e from the Mulliken method, atoms 1 to 2: number 1, Sr, carries 0.792; number 2, C, carries -0.259